No. 1
154
Properties=species:S:1:pos:R:3 method="wB97M-V/def2-TZVPD" orbital_gap_ha=0.251 homo_ha=-0.213 charge=-1 e_lumo_ev=1.033
H 3.28777 2.64962 3.56831
H 9.48960 -3.11061 1.42916
H -8.50310 -7.33823 -1.47080
H -0.06368 9.59307 -3.01443
S 7.62725 0.50416 -1.42927
C -0.84164 -2.75437 2.13372
C 2.12497 4.59259 0.67504
H -7.36986 -5.93755 -0.21420
C 7.91094 2.33975 -1.50629
O 9.49199 -3.30988 5.21395
H 4.90834 -6.72709 -3.82534
H -5.87395 -5.96450 -5.45122
O 8.43697 -0.07562 -2.59001
H -7.42811 -3.39290 -4.22848
F 2.65971 -0.17249 -1.62930
H 3.40290 -3.85451 -2.04344
N 8.37805 -3.12632 3.21703
H 9.05790 2.47567 -1.43767
H -3.84109 -4.11044 -3.57942
C 7.28585 3.16290 -0.27527
C -9.47827 -7.18406 -1.00583
C 8.45456 -3.05575 1.76992
H 7.93320 4.61047 1.28726
H -11.44925 -6.44067 0.42524
C -0.64467 8.91213 -2.38759
C -8.21940 -5.61219 0.40843
S 4.97167 0.47991 -0.43141
C -1.81554 4.49066 -6.81952
C 4.77829 -5.66121 -3.62146
C -7.40016 -2.11177 -0.33506
N 3.36577 -5.37732 -3.45985
C 1.41088 5.47107 -1.76189
H -5.29320 -0.86860 0.44911
H -2.15773 10.51018 -0.71252
O 5.53069 0.30586 0.95687
H -2.17122 3.54152 -6.41041
N -7.31442 -1.14408 0.73960
C 0.34228 1.12460 9.01127
H -5.87705 -6.73008 -3.83793
H 0.73462 1.83268 -1.41651
O 1.78247 9.02425 -1.03914
C 1.39604 0.00695 0.98825
C -7.21726 -4.31620 -3.68353
C 2.22800 0.28378 7.60623
F 3.95728 -1.96706 -1.03397
H 6.92321 -3.97935 4.43735
H -0.84098 4.33624 -7.28523
H -7.75837 -3.06205 0.07022
H -9.83693 -8.13459 -0.60267
C 1.08598 2.86811 -1.06817
H 2.36525 -0.78116 7.40420
C -6.13920 -0.54103 1.07470
C -10.59514 -5.88086 0.80843
O 4.43171 1.89033 -0.65909
N -0.49184 9.29940 -0.99726
O 2.83961 -6.12750 -5.56244
C -0.03323 0.27746 6.73172
H 1.82299 -4.64942 -2.22731
H -1.66496 -2.46281 -0.42677
H 0.47161 3.26978 3.29521
C 3.38957 1.88995 2.69922
H -3.75206 -1.54518 1.87744
H -0.83248 -2.45015 3.19286
H -8.36009 -1.04371 2.53648
H -1.69425 8.94664 -2.68272
H -8.70363 0.26482 1.38611
O 8.24683 -0.10693 -0.17124
H -3.95658 -3.24999 2.36755
H 6.28968 -2.97285 3.10564
H 2.61126 0.85342 6.75630
C 3.47970 -0.67256 -0.58088
C 8.47502 3.86221 0.59100
C 2.51614 -5.65182 -4.48809
H -6.42565 -2.26605 -0.80184
C -4.87272 -3.75988 -3.41521
H -0.73786 1.27815 8.98838
H -3.12527 6.87198 -5.11079
H 5.16282 -5.09272 -4.47136
H -0.25986 7.90113 -2.51967
H 2.56593 4.79841 1.70566
H 0.78552 0.02949 0.00670
H 3.70463 0.89695 3.19972
C 9.48816 -3.24553 3.99584
H 7.04800 -2.21012 4.52978
H -10.18064 -6.81854 -1.75953
C 0.75694 9.31372 -0.45178
N 6.01075 0.02869 -1.70762
H 8.99886 3.06986 1.23340
H 7.89197 -3.89068 1.34348
O 0.18252 -3.04738 1.54379
O -5.99544 0.27805 1.96376
O -0.42191 6.89624 -4.53049
C 2.01284 5.73885 -0.35924
H -4.37540 -6.03667 -4.49451
N -2.09153 -2.76145 1.58911
H -10.78577 -4.80914 0.71394
H 7.62203 2.80576 -2.51821
N -1.73133 5.46381 -5.75014
C -2.24805 -3.14277 0.19910
H -3.29846 -3.10107 -0.09348
C -3.26820 -2.40041 2.35376
C 2.72871 -0.91775 0.80357
H 10.42252 -3.28069 3.41254
H -7.84745 -5.12030 -4.06631
H 6.68136 2.54156 0.46256
H 3.39114 -0.86763 1.72743
Si 1.75625 1.73945 1.71963
C -0.55809 6.07323 -5.41600
H 0.76319 9.61978 0.60736
H 1.46770 -5.39846 -4.26062
H 9.18955 4.46288 -0.06890
C 2.90227 -4.81013 -2.20838
C -5.45883 -5.91977 -4.44108
H -2.77822 5.57012 -3.95375
H 2.77440 0.55952 8.50914
H 0.74290 -0.57933 1.74154
N 0.81249 0.55934 7.76391
H -9.36833 -1.36710 1.09963
H -8.10415 -1.74522 -1.08793
H 0.55549 3.83495 -3.17863
H 8.01762 -2.11116 1.43610
H 0.29125 5.74667 -6.03735
C -8.51326 -0.80727 1.48079
C -2.93196 5.80097 -5.01071
H 1.31224 6.34050 -2.50183
H -10.44403 -6.11770 1.86424
H 2.32565 -1.99967 0.76212
H 2.34047 6.79008 -0.07805
O -5.10647 -2.68118 -2.90397
H 5.32844 -5.38990 -2.71976
O -8.08184 -4.79379 1.29831
I 6.14472 4.84906 -1.13148
H -1.86786 -4.15834 0.06136
H -3.78550 5.23704 -5.38925
H 0.58965 0.44123 9.82799
N -9.39356 -6.21692 0.06915
C 7.07760 -3.06802 3.85377
H -0.67274 2.02788 2.46364
H -2.35390 8.80557 -0.21664
H -3.00398 -2.13695 3.37903
H 0.40144 1.53797 3.94558
H 4.24731 2.29306 2.03941
H -1.40419 9.92453 0.79016
H -7.43120 -4.15381 -2.62378
C 0.34024 2.16958 2.98097
O 0.29906 -0.19630 5.66242
C 0.96362 4.00818 -2.12075
H -1.08435 0.52397 6.95378
N -5.81509 -4.65080 -3.83972
H 3.14800 -5.49721 -1.39425
H 0.83707 2.08527 9.17613
H -2.52013 4.85039 -7.57408
C -1.66855 9.65703 -0.23438
C 1.65126 3.13221 0.37245

No. 2
157
Properties=species:S:1:pos:R:3 method="wB97M-V/def2-TZVPD" orbital_gap_ha=0.105 relative_energy_kcal_mol=44.6 homo_ha=-0.527 charge=+7 e_lumo_ev=-11.478
H 9.84888 1.97394 -15.81203
H 11.02472 15.21005 -20.45872
C 16.03474 5.13786 -15.21549
H 18.34662 6.82298 -16.86775
H 16.30954 12.26852 -11.11799
N 15.30926 13.15948 -9.44985
N 18.48025 4.81522 -16.06002
H 14.86591 11.55064 -10.58222
H 2.13859 10.94441 -22.26984
H 9.86033 7.87831 -8.23845
H 11.55525 18.08529 -21.40468
H 14.73138 6.54065 -7.74428
H 11.42066 2.63005 -9.55116
F 7.58061 8.95445 -15.83526
C 10.78759 1.40729 -19.08793
H 3.78136 14.21987 -9.75840
H 1.80069 4.84934 -13.34900
C 9.87508 1.30121 -16.66926
H 13.28429 -0.41177 -5.88241
H 13.84633 16.23081 -7.41551
C 17.00798 4.44192 -16.18113
H 0.79045 7.15854 -11.80937
H 2.02429 4.83395 -9.72034
C 1.37073 17.40251 -10.64968
H 12.75009 14.33844 -18.81269
H 3.50576 11.79151 -22.14783
H 2.31083 6.60155 -9.95899
H 2.53126 11.98637 -18.48031
H 12.77503 14.04548 -5.69499
C 2.94419 11.82989 -19.47686
O 13.62198 1.40784 -9.45249
N 2.10537 17.22742 -9.48180
H 14.56929 15.57339 -5.93887
O 9.57329 8.01661 -13.93894
C 10.66357 4.91589 -20.05937
C 14.90530 6.69314 -4.91092
F 4.51183 5.16515 -20.11046
H 9.99470 5.55154 -19.47916
N 1.56212 5.32795 -12.49217
C 13.95024 15.33471 -6.80369
H 11.62529 5.42335 -19.98393
H 9.86250 7.01254 -6.60350
N 2.50757 11.84619 -22.00386
H 14.70001 12.99192 -11.55686
H 0.57839 19.33636 -11.48401
F 7.80696 11.03098 -15.32400
H 3.34931 10.81896 -19.43218
H 12.04237 15.64344 -5.76457
H -0.03604 6.49785 -13.21151
O 1.94811 3.67166 -17.92959
N 1.76744 19.36684 -9.67629
H 2.87653 14.98534 -10.92576
H 15.88562 6.67226 -5.38699
H 3.69094 5.45941 -9.66135
H 10.75431 -0.76964 -17.02138
H 10.87856 0.34547 -19.26305
C 12.74786 7.59394 -7.70681
C 3.49694 15.22712 -10.06278
N 14.62086 14.38071 -7.63256
H 10.27641 16.56577 -19.89849
C 0.94522 6.74290 -12.80507
H 18.85264 5.34323 -17.88638
O 1.81814 5.52424 -19.53444
C 12.56498 14.88900 -6.35262
H 17.01136 12.16801 -8.54308
O 10.37947 9.71397 -15.36047
C 1.88993 11.95163 -20.57355
C 12.46033 15.22513 -18.24884
H 2.21977 12.79958 -23.87750
H 10.24670 4.82184 -21.06210
H 18.78402 5.01648 -15.11805
C 13.90803 6.99296 -7.21146
H 0.89925 4.78862 -11.95383
C 15.30658 12.52797 -10.77909
H 10.51856 16.76843 -22.07031
C 7.81780 9.81262 -14.78716
O 0.68035 12.11962 -20.50898
H 10.51034 1.07308 -9.54012
N 13.86103 7.06853 -5.82898
H 19.01666 3.99729 -16.31173
C 1.82844 20.75656 -9.44457
H 1.02180 21.26319 -9.97444
H 1.75112 20.87125 -8.36337
H 10.95882 2.28689 -21.19482
H 16.14304 13.77728 -6.31176
H 10.65888 2.03300 -8.09233
H 11.01060 9.73620 -7.26952
H 1.10810 16.61095 -11.33587
H 1.58060 7.30858 -13.48653
O 3.90516 5.09987 -12.15368
N 11.14417 16.19217 -20.25557
O 9.82267 10.30484 -13.01678
C 10.89519 2.38558 -20.12123
H 16.43803 5.02438 -14.20922
H 3.42960 16.29344 -8.19951
H 2.82192 21.06972 -9.76553
O 12.63235 17.54167 -18.82472
F 6.91406 9.64871 -13.80152
C 12.83952 7.89494 -5.49509
N 12.06778 8.14330 -6.62282
H 12.56188 8.09588 -4.47091
C 13.70280 -0.06489 -6.82720
O 16.71417 3.45180 -16.89190
H 15.94446 6.16702 -15.56301
H 12.29581 16.57878 -22.07727
H 11.68466 14.95785 -17.53122
H 13.29048 15.56700 -17.63072
N 12.65970 -0.10750 -7.91431
O 1.54872 3.26614 -20.31663
C 2.86880 5.45444 -11.64344
H 15.01342 4.76663 -15.30032
H 10.15090 4.14825 -17.46558
H 8.73469 8.31048 -6.87599
S 2.16553 4.14996 -19.30032
C 2.76843 15.97360 -9.00489
H 1.07478 13.47113 -22.66623
C 11.44520 17.01063 -21.54995
H 10.18728 -0.60923 -15.46187
H 14.55727 -0.68412 -7.10023
H 2.74609 18.50681 -7.88080
H 10.51836 9.17305 -5.66311
H 14.95257 7.41790 -4.09816
C 10.80493 8.85292 -6.66486
H 12.48854 7.83754 -8.72652
H 12.75462 -0.85326 -8.58880
C 10.58775 0.00250 -16.27028
C 16.20615 12.87727 -8.42071
H 13.53456 14.39415 -9.50084
H 2.73101 13.90961 -22.57009
H 3.65926 12.64783 -19.56496
C 4.09082 4.06529 -19.48647
S 9.57183 9.45801 -14.18859
C 10.48148 3.36583 -18.13262
C 12.22988 16.40352 -19.10794
H 4.36057 15.82407 -10.35584
C 2.70389 5.59520 -10.10340
H 11.76547 -0.27636 -7.47619
H 11.59797 0.30915 -15.99914
C 1.12688 18.78140 -10.73730
C 11.19170 1.72324 -8.99136
N 10.38938 1.97222 -17.83873
C 2.07754 13.07786 -22.83326
C 14.36903 14.05053 -8.90756
C 9.71959 7.93925 -7.15929
F 4.40625 2.94209 -20.14504
C 12.61811 1.18777 -8.77720
N 10.75638 3.61234 -19.46845
F 4.60061 4.05238 -18.27226
C 2.20485 18.39009 -8.80809
H 14.78376 5.70810 -4.46035
C 15.72688 13.61393 -7.29488
H 8.83233 1.04440 -16.85587
H 20.03284 6.08790 -17.06330
C 18.95864 5.92707 -16.97205
H 14.03205 0.95145 -6.61099
H 1.91353 15.44751 -8.58006
H 11.92167 14.50349 -7.14359

No. 3
138
Properties=species:S:1:pos:R:3 method="wB97M-V/def2-TZVPD" orbital_gap_ha=0.139 homo_ha=-0.228 charge=+1 e_lumo_ev=-2.428
H 2.84191 2.46386 -2.98805
C 1.34374 6.42298 1.23751
H -1.94401 -3.12152 -7.24465
C -5.46946 -4.59214 -5.27386
H 2.38082 -2.17864 3.14068
C -3.12134 3.04000 -2.77725
C 4.48902 -3.20317 1.74607
H -2.70235 3.13697 -3.77882
H 3.33537 -1.90249 0.31993
C 3.81025 -0.90653 2.30356
H -5.93242 1.17132 -0.35731
H -4.85767 2.68365 2.65326
H 2.19236 2.94746 -0.82392
H -1.92999 6.30019 -1.61180
H 2.03427 -6.24718 5.06025
C 0.85258 -0.93768 -3.04459
H -3.38482 5.85477 -2.42733
H -0.62019 4.95759 -0.00067
H -5.69761 -1.52529 -3.99595
H -0.13253 5.87550 2.76974
H 1.31318 1.91985 1.28198
C 4.08819 -1.82220 1.10410
H -1.52625 -2.59433 -4.95454
H -6.21051 2.41578 1.48874
H -4.48381 -2.92253 -6.04212
H 3.85700 -4.02596 1.41188
H 1.10105 4.66831 -4.14542
H -3.97852 1.02811 1.22480
H 2.02565 -5.80354 7.50899
H -1.81913 5.67360 -3.27340
H -5.21313 3.83237 1.37594
H -0.83636 3.90052 1.39001
C -2.05466 -3.90520 -6.49519
C -4.37708 -1.60987 -2.24829
H 8.54199 -4.44687 4.01438
H -4.16748 -0.65483 -4.10817
C -5.00775 -0.88045 -3.45156
H 2.89363 2.73551 1.31756
H 0.59594 2.61108 -0.79368
H -4.19525 3.20704 -2.86036
H -3.20526 4.16013 -0.88198
H 5.19322 -3.01384 5.21438
C -1.30513 -3.62907 -5.21631
C 1.12303 4.57591 -1.98736
H 1.73979 3.73650 3.64145
H 1.99978 5.22034 -1.92314
H 0.24217 -1.38013 -3.83183
H 2.59672 1.27501 3.73134
H -0.53517 -1.98285 -1.92752
H -0.29516 -3.46128 -5.59036
C -4.57824 -3.96048 -6.36122
C 3.36996 -1.82048 3.42601
C 2.51732 3.08932 -3.81965
H 3.46512 -4.26501 5.96170
C -4.05238 -0.60171 -1.16722
H 0.45680 -5.85247 7.07828
H -6.40881 0.51557 -2.49802
H -5.48137 2.57824 -1.17138
H 1.52753 1.95584 4.89453
H 2.96408 5.18474 0.13306
C -2.96889 1.56536 -2.27543
O -0.88664 0.48658 0.63577
H 5.48692 -3.46008 1.39067
H -1.62751 3.74665 -1.23254
H -4.58174 -0.62570 -0.21469
H 2.68588 4.89044 1.73974
F -1.80457 -2.17150 0.91380
C -4.23599 1.95026 0.70378
O -4.87986 -4.21845 -7.72359
H 7.69233 -4.96061 5.41973
C 1.35894 2.92667 3.01917
H 2.23411 -3.25689 5.32739
C -0.03026 -0.63162 0.61746
C -0.46832 -2.09067 0.99234
H -0.84096 6.60839 1.37235
F 0.19475 -3.05026 0.23874
C 7.74114 -4.15070 4.69190
C -2.33642 5.57698 -2.31884
H -2.97643 -0.67718 -1.00997
O 0.67556 -0.73552 -0.64984
C 6.49521 -4.15649 3.84986
H 1.28557 7.20730 0.48281
N -4.26127 0.91038 -1.64693
C 1.58799 1.67242 3.84376
H -2.65399 0.85283 -3.03782
H -1.55122 -4.21428 -4.33026
C -0.16577 4.62882 0.93395
H 2.43905 -4.41142 3.02518
N 1.23236 4.06000 0.66605
H 7.80778 -3.16045 5.14250
H 0.27822 2.86019 3.14450
H 1.76743 -1.52983 -3.02235
H 1.17987 -4.19552 7.40007
C -2.52773 4.10219 -1.73385
H 0.77037 -0.48323 1.34208
C 2.14266 5.20661 0.84921
C -5.18778 2.76990 1.61803
C -0.04273 -1.01130 -1.88622
C 1.24558 3.48630 -0.78690
H -5.31106 1.43894 -3.49776
H 6.74771 -4.01596 2.79887
H 4.71197 -0.34814 2.55493
H -4.97249 -2.48608 -1.99170
H 0.29674 3.35931 -3.59209
F -0.21908 -2.48678 2.25482
F -5.06169 -4.11040 -4.11575
C -5.04351 1.74154 -0.62704
H 2.96854 -0.21784 2.23055
H 3.37958 -1.35666 4.41236
C 5.48103 -3.05125 4.16373
H 0.31649 5.27573 -1.76863
H 1.28348 0.03655 -3.27550
H 0.82394 0.93873 3.58682
C 1.83606 2.83423 1.56235
H 5.00559 -1.52167 0.59797
H 3.93208 -5.20162 3.71901
H -0.86447 -0.34673 -2.15308
C 1.31164 -5.18587 6.96423
H 0.82184 -5.00326 4.87431
C 2.68975 -4.23835 5.19607
H -3.30414 2.49813 0.56375
H -3.41704 -2.04280 -2.52933
C -0.01717 5.96917 1.68993
H 2.16773 2.47283 -4.64779
H 6.05003 -5.15026 3.89805
F -5.35816 -5.91435 -5.12098
C -5.37205 0.58111 -2.82806
C 1.23889 3.87612 -3.40953
H 3.29664 3.78433 -4.13228
H -2.26806 1.48111 -1.44486
N 4.17861 -3.11047 3.30685
F -6.75540 -4.33870 -5.19315
C 3.26725 -4.33792 3.73002
O -3.27397 -4.60782 -6.07774
H 5.89620 -2.07219 3.92459
H -1.69992 -4.76553 -7.06273
H 1.89506 6.70406 2.13482
C 1.69906 -5.28814 5.45519